w) Molecular formula: C2HF3O2
Method: DFT, ωB97M-V/def2-TZVPD

The calculation puts the LUMO energy (spin up / spin down) at -0.04074 / -0.04071 Eh.

```
! wB97M-V def2-TZVPD RIJCOSX def2/J DEFGRID3
* xyz 0 1
C 0.645 0.187 -0.273
C -0.903 0.198 -0.139
O 1.633 -1.575 1.230
O 1.521 -0.580 0.298
F 1.071 0.996 -1.189
F -1.373 1.220 0.657
F -1.303 -0.970 0.496
H -1.291 0.523 -1.080
*
```

x) Molecular formula: C2HF3O2
Method: DFT, ωB97M-V/def2-TZVPD

The calculation puts the LUMO energy at 0.03358 Eh.

```
! wB97M-V def2-TZVPD RIJCOSX def2/J DEFGRID3
* xyz 0 1
C 0.847 -0.483 0.125
C -0.767 0.506 -0.118
O -0.073 0.107 1.005
O 0.143 -0.032 -1.002
F 0.855 -1.813 0.218
F -0.892 1.824 -0.223
F -1.992 0.012 -0.216
H 1.878 -0.121 0.211
*
```

Verdict on stability: x) comes out on top.

w) Molecular formula: C6H13N3
Method: DFT, ωB97M-V/def2-TZVPD

The calculation puts the LUMO energy at 0.02969 Eh.

```
! wB97M-V def2-TZVPD RIJCOSX def2/J DEFGRID3
* xyz 0 1
C -0.078 2.571 -0.415
C 1.190 -1.979 -0.618
C 0.465 -1.433 1.739
C -0.540 0.077 -0.655
C -0.615 1.264 0.077
C 0.134 -1.322 0.261
N -0.155 0.170 -2.043
N -1.349 1.265 1.214
N -1.146 -1.080 -0.103
H -0.583 0.974 -2.489
H -0.495 -0.652 -2.526
H -1.193 1.955 1.930
H -1.794 0.373 1.411
H 0.836 2.416 -0.987
H -0.800 3.068 -1.073
H 0.123 3.247 0.417
H 0.853 -2.122 -1.640
H 2.107 -1.386 -0.639
H 0.074 -2.390 2.097
H -0.006 -0.639 2.315
H 1.541 -1.418 1.922
H 1.430 -2.959 -0.196
*
```

x) Molecular formula: C6H13N3
Method: DFT, ωB97M-V/def2-TZVPD

The SMILES is C=C(C)NC.CNC#N. The calculation puts the LUMO energy at 0.02481 Eh.

```
! wB97M-V def2-TZVPD RIJCOSX def2/J DEFGRID3
* xyz 0 1
C -2.580 -0.071 -0.810
C 0.343 0.411 -1.578
N -1.715 0.965 -0.351
C -0.308 0.835 -0.281
C 0.362 1.651 0.583
H -2.080 1.441 0.462
H -2.396 -0.999 -0.135
H -2.308 -0.394 -1.812
H -3.616 0.262 -0.764
H 0.005 -0.588 -1.858
H 1.422 0.371 -1.469
H 0.091 1.110 -2.380
H -0.100 1.994 1.495
H 1.376 1.957 0.401
C 2.319 -0.704 1.225
N 1.223 -1.515 0.741
C -0.072 -1.209 0.836
N -1.185 -1.550 1.011
H 1.409 -2.507 0.634
H 1.938 0.149 1.791
H 2.900 -0.308 0.388
H 2.971 -1.301 1.870
*
```

y) Molecular formula: C6H13N3
Method: DFT, ωB97M-V/def2-TZVPD

The SMILES is [H]/N=C\C(=N/[H])C(C)(C)NC. The calculation puts the LUMO energy (spin up / spin down) at 0.02660 / 0.02660 Eh.

```
! wB97M-V def2-TZVPD RIJCOSX def2/J DEFGRID3
* xyz 0 1
C 0.756 0.176 -0.118
C 2.034 -0.579 -0.450
C 0.820 1.637 -0.534
C -1.601 -0.134 -1.647
N -0.516 -0.625 -0.826
C 0.283 -0.006 1.307
C -1.270 0.014 1.266
N 0.927 -0.602 2.245
N -1.989 -0.649 2.139
H -0.515 -1.622 -0.625
H 0.295 -0.780 3.035
H -1.539 -1.531 2.396
H -1.650 0.991 0.935
H 1.962 -1.640 -0.192
H 2.868 -0.170 0.134
H 2.288 -0.477 -1.511
H -0.071 2.190 -0.228
H 0.936 1.735 -1.618
H 1.688 2.117 -0.065
H -1.686 -0.745 -2.551
H -2.559 -0.201 -1.127
H -1.462 0.901 -1.967
*
```

Verdict on stability: y) comes out on top.

w) Molecular formula: CH2ClNOS
Method: DFT, ωB97M-V/def2-TZVPD

The calculation puts the LUMO energy (spin up / spin down) at -0.06954 / -0.04034 Eh.

```
! wB97M-V def2-TZVPD RIJCOSX def2/J DEFGRID3
* xyz 0 1
C -0.103 -0.436 -0.008
N -2.202 0.882 0.096
O -4.599 0.462 -0.004
S -3.280 -0.157 -0.038
Cl -0.619 -2.020 0.031
H 0.237 0.004 0.910
H 0.162 -0.020 -0.963
*
```

x) Molecular formula: CH2ClNOS
Method: DFT, ωB97M-V/def2-TZVPD

The calculation puts the LUMO energy at 0.01252 Eh.

```
! wB97M-V def2-TZVPD RIJCOSX def2/J DEFGRID3
* xyz 0 1
C 1.177 0.262 0.137
N -0.501 -0.522 -0.103
O 1.245 1.434 0.123
S -1.757 0.479 -0.459
Cl 2.368 -0.909 0.230
H -0.323 -1.284 -0.741
H -2.209 0.540 0.813
*
```

Verdict on stability: x) comes out on top.

w) Molecular formula: C2H3Br3S
Method: DFT, ωB97M-V/def2-TZVPD

The calculation puts the LUMO energy (spin up / spin down) at -0.06392 / -0.00680 Eh.

```
! wB97M-V def2-TZVPD RIJCOSX def2/J DEFGRID3
* xyz 0 1
C 0.371 0.107 -1.757
C 0.011 -0.610 1.729
S -1.108 0.875 -1.953
Br 0.210 -2.446 2.077
Br -1.756 0.151 2.246
Br 1.383 0.423 2.522
H 1.053 0.093 -0.952
H 0.546 -0.824 -2.161
H -0.709 2.231 -1.752
*
```

x) Molecular formula: C2H3Br3S
Method: DFT, ωB97M-V/def2-TZVPD

The calculation puts the LUMO energy at -0.00587 Eh.

```
! wB97M-V def2-TZVPD RIJCOSX def2/J DEFGRID3
* xyz 0 1
C -0.338 -0.308 -0.722
C 0.758 -0.165 0.754
S -1.947 0.499 -0.436
Br 2.490 -0.392 -0.080
Br 0.212 -1.655 1.854
Br 0.508 1.559 1.501
H 0.108 0.211 -1.585
H -0.419 -1.354 -1.018
H -1.374 1.606 -0.267
*
```

Verdict on stability: x) comes out on top.